Computed, not measured: a 5-piece molecular cluster, C11H31F2NO7S overall, with ωB97M-V with the def2-TZVPD basis set.

XYZ file:
```
53
Properties=species:S:1:pos:R:3:forces:R:3
S 1.035 3.286 1.884 4.51 4.56 0.44
F -0.585 3.554 2.124 2.08 -0.97 -0.07
F -0.441 0.092 4.407 0.68 0.31 -0.22
O -4.158 -1.613 -4.941 0.06 -0.06 0.05
O 1.419 4.183 0.774 -1.77 -2.68 1.35
O 1.843 3.700 3.083 -3.36 -2.24 -1.85
O -1.812 -0.822 -1.250 -0.04 0.18 -1.06
O 0.884 -2.926 2.193 -0.01 0.13 -0.15
O 0.704 4.447 6.333 -0.09 -0.07 0.04
O 1.126 -2.397 -4.691 -0.19 0.06 0.10
N 1.304 1.613 1.501 -1.97 1.73 0.29
C 1.984 4.667 6.911 -0.09 -0.13 -0.34
C 0.331 0.818 2.290 -0.56 -1.28 1.45
C -3.023 -0.780 -2.006 -1.14 -0.09 0.15
C -3.330 -2.130 -5.976 -0.23 0.18 -0.03
C 2.399 -2.152 -4.109 0.01 -0.16 -0.30
C 0.321 0.158 -1.988 -0.67 -0.23 0.99
C 0.509 0.978 3.855 -0.33 -0.28 -0.91
C 1.047 1.526 0.023 0.64 -0.60 -0.98
C -0.189 -3.852 2.332 0.15 0.05 0.21
C 0.983 0.058 -0.533 -0.48 1.11 -1.29
C -0.690 -1.044 -2.126 0.87 0.45 -0.20
H 0.463 -0.290 2.099 0.16 1.35 0.01
H 0.205 -4.862 2.471 -0.16 -0.06 -0.02
H 2.980 -1.492 -4.759 0.17 0.02 0.17
H 1.920 2.017 -0.479 -0.87 -0.26 0.50
H -4.817 -1.050 -5.358 -0.04 0.01 0.07
H -3.928 -2.717 -6.677 0.16 -0.06 -0.09
H 2.516 3.717 7.014 0.16 0.09 0.10
H 0.845 4.055 5.463 0.02 0.16 0.01
H -2.836 -1.311 -6.506 0.11 -0.13 -0.10
H -2.574 -2.772 -5.526 -0.07 0.06 0.07
H -0.995 -1.095 -3.201 0.09 -0.34 0.92
H 0.231 1.983 4.231 0.44 -0.60 -0.23
H 1.536 0.662 4.148 -0.80 0.36 0.00
H -0.208 -1.994 -1.777 -0.27 0.66 -0.65
H -2.938 -0.133 -2.911 0.04 -0.53 0.57
H 0.329 -0.631 0.042 0.74 0.53 -0.12
H 1.848 5.110 7.896 -0.09 -0.03 -0.06
H 2.564 5.350 6.285 0.14 -0.01 0.13
H -3.369 -1.806 -2.305 0.53 0.83 0.03
H -3.858 -0.363 -1.384 0.96 -0.25 -0.26
H 1.275 -2.825 -5.538 -0.08 0.00 -0.01
H -0.739 1.047 2.064 0.81 -0.02 -0.10
H -0.792 -3.823 1.426 0.09 0.07 0.01
H 1.402 -2.967 3.001 0.04 0.05 -0.02
H 1.084 0.218 -2.797 -0.59 -0.30 0.54
H 2.016 -0.325 -0.691 -0.74 -0.02 0.63
H -0.811 -3.578 3.187 -0.12 -0.12 -0.06
H 2.250 -1.672 -3.144 -0.04 -0.05 -0.05
H 2.932 -3.095 -3.963 0.15 0.10 0.10
H -0.299 1.094 -2.056 0.54 -0.80 0.01
H 0.139 2.111 -0.256 0.47 -0.67 0.24
```
Positions in Å, forces in eV/Å.

Output
**E_HOMO**: -9.7031 eV
**HOMO-LUMO gap**: 9.98 eV
**Electronic energy**: -43997.87313 eV